# 1
Entry from the OMol25 dataset: a cluster of 2 separate species, C14H29I2NO7 in total (ωB97M-V/def2-TZVPD).

Properties
- Structure (SMILES): C[C@@H](I)[C@@H](I)[C@@H](CCN)OC(=O)COO.COCCOCCOC
- HOMO: -8.97 eV

```
53
C14H29I2NO7, DFT ωB97M-V/def2-TZVPD
H 6.274 3.720 -4.147
O 0.643 -0.506 0.166
C -5.562 -0.984 1.302
H 3.012 5.244 -0.276
I -0.543 -3.813 0.105
H -3.242 -7.148 0.351
H 0.886 -1.798 2.043
H -6.717 -0.103 2.838
H 0.704 -0.443 3.343
H -4.154 -1.274 3.064
H -2.891 -5.016 -0.839
H 1.839 1.529 -1.422
H -5.836 -1.425 0.254
H 2.896 1.183 0.447
H -2.268 -6.175 1.687
C 3.774 0.845 -0.109
H 5.112 5.055 -4.181
C 2.712 1.675 -2.065
N -6.860 -0.828 2.083
H 5.319 5.541 -0.889
C 5.901 4.582 -3.588
H -0.167 -0.375 -0.423
O -2.217 -1.069 1.354
C 2.611 3.048 -2.738
H -4.154 -6.280 1.851
H -3.625 -1.908 0.001
I -5.517 -4.435 -0.230
C -3.161 -2.147 1.076
O 2.363 4.134 -1.835
O -1.683 -1.764 3.717
H -5.066 0.080 1.087
H 4.656 1.030 0.507
C -3.288 -6.197 1.067
C 0.234 -0.847 2.333
H 3.476 3.255 -3.368
O 3.925 1.564 -1.323
C -3.434 -4.775 0.197
H -6.976 -1.752 2.598
O 0.402 0.151 1.266
O 5.396 4.118 -2.350
H 2.720 0.890 -2.830
C -4.440 -1.913 2.125
H 4.315 5.905 -2.313
C 4.650 5.109 -1.642
H 3.710 3.643 -0.314
H 3.701 -0.224 -0.317
H -2.446 -4.047 2.126
H 1.746 3.024 -3.409
H 6.725 5.284 -3.419
C 3.432 4.487 -0.948
C -1.377 -1.260 2.524
H -4.924 -2.934 2.453
C -2.587 -3.656 1.008
```

---

# 2
Entry from the OMol25 dataset: a cluster of 9 separate species, C4H25N2O10 in total (ωB97M-V/def2-TZVPD).

Properties
- Charge: -1
- HOMO: -5.95 eV
- ΔE to the lowest compared entry with this formula, charge and spin: 24.3 kcal/mol

```
41
C4H25N2O10, DFT ωB97M-V/def2-TZVPD
H 0.329 3.024 -2.326
H -2.852 -2.280 0.641
C -0.806 -1.296 -0.545
H 1.614 -1.629 -3.540
H 1.280 2.051 -1.635
O 1.110 2.979 -1.749
H 0.584 3.959 -0.057
O 2.207 2.554 3.187
H 0.021 4.375 1.298
C 2.158 -0.979 -2.849
H -0.214 -2.169 -2.277
O -2.411 1.224 0.145
O -2.097 2.326 -2.391
H -2.659 1.655 0.951
H 3.167 -1.385 -2.870
O -2.153 0.826 3.025
H -2.041 2.326 -1.439
C 1.473 -1.017 -1.498
H 0.281 -1.441 2.138
O -1.976 -1.671 -0.741
H -1.826 0.392 2.210
O -0.397 -0.584 0.438
H 1.149 -3.605 -0.444
H -2.595 1.526 -2.488
H 3.178 -2.271 -1.075
O -3.463 -2.348 1.411
H 1.226 -0.024 -1.145
C 2.367 -1.884 -0.456
H -3.725 -1.462 1.642
H 1.856 1.711 3.419
O 0.781 3.970 0.884
H 2.202 0.049 -3.227
N 0.127 -1.572 -1.547
O -0.298 -2.001 2.680
H -1.180 -1.710 2.479
H -1.797 0.463 0.347
H 1.938 2.770 2.293
N 1.716 -3.024 0.160
H 1.171 -2.702 0.947
H -2.235 0.135 3.687
H 2.793 -1.262 0.318
```

---

# 3
Entry from the OMol25 dataset: a structure of composition C38H37GeN3NiO7P2S3 (ωB97M-V/def2-TZVPD).

Properties
- Charge: -1
- <S²>: 3.762
- Multiplicity: 4
- HOMO (alpha / beta): -4.07 / -5.18 eV
- ΔE to the lowest compared entry with this formula, charge and spin: 0.0 kcal/mol

```
92
C38H37GeN3NiO7P2S3, DFT ωB97M-V/def2-TZVPD
C 10.161 13.033 8.896
H 14.703 5.432 14.504
H 10.509 6.072 8.237
S 13.751 11.256 11.981
C 11.253 16.443 7.392
H 10.915 9.580 8.000
C 15.680 6.048 12.790
C 14.231 10.102 14.710
C 17.600 8.307 8.815
H 12.662 8.252 12.028
H 14.185 9.107 6.858
C 18.316 6.272 7.764
C 12.405 8.096 6.270
C 13.319 8.512 7.178
P 15.641 14.432 8.885
C 14.585 6.057 13.637
H 15.076 11.421 4.911
H 9.360 10.309 7.467
H 14.965 6.388 8.224
C 15.969 6.717 8.219
H 10.941 6.569 5.884
C 18.618 7.520 8.322
Ge 14.710 8.697 9.748
O 15.402 11.437 8.079
O 17.094 14.394 9.017
Ni 15.059 11.790 10.083
H 17.821 9.213 9.299
S 11.138 11.876 7.964
H 19.114 5.621 7.447
C 12.330 16.164 9.456
C 16.239 7.929 8.778
C 10.596 15.214 7.633
C 13.237 8.181 8.539
H 13.065 13.693 6.470
H 10.236 12.646 9.926
C 16.644 9.781 14.398
C 8.429 9.684 9.856
H 13.236 14.657 7.752
O 14.721 13.741 9.838
H 8.649 9.149 13.168
C 10.158 10.347 8.181
C 15.256 10.683 12.608
H 12.638 6.937 14.025
N 13.632 13.834 7.290
C 10.227 9.865 11.973
C 11.277 6.841 7.948
O 12.394 11.729 8.777
P 15.733 12.214 6.796
H 16.597 4.954 7.203
H 7.769 9.603 8.986
C 11.747 14.948 9.685
C 15.501 14.893 6.090
C 8.037 9.388 11.147
C 15.110 13.886 7.183
H 9.110 13.027 8.684
H 7.026 9.120 11.358
H 11.697 10.428 10.511
N 17.697 9.393 14.747
C 10.660 10.115 10.695
C 13.492 7.634 12.257
C 8.937 9.443 12.200
O 17.018 12.228 6.093
C 11.459 7.157 6.637
H 15.103 15.861 6.315
H 15.113 14.593 5.083
H 16.568 15.006 6.052
O 15.090 15.952 8.776
C 16.967 5.883 7.728
C 13.522 6.870 13.421
C 12.142 16.913 8.362
H 15.832 16.530 8.623
H 10.969 9.883 12.729
H 9.862 14.818 6.880
H 19.669 7.911 8.405
C 9.717 10.035 9.613
C 14.579 7.647 11.403
H 12.993 16.481 10.250
H 11.166 16.975 6.462
N 13.342 10.104 15.444
C 12.193 7.352 8.921
H 12.676 17.833 8.185
H 12.481 8.346 5.235
H 12.087 7.094 9.987
H 16.524 5.460 13.035
O 14.617 11.755 5.694
C 10.771 14.445 8.751
H 12.027 14.338 10.535
C 15.391 10.168 13.888
C 15.689 6.855 11.705
S 16.614 10.832 11.505
H 13.406 13.012 7.957
H 16.577 6.861 11.078
```

---

# 4
Entry from the OMol25 dataset: a structure of composition C7H13NO6P (ωB97M-V/def2-TZVPD).

Properties
- Charge: -1
- HOMO: -4.98 eV
- ΔE to the lowest compared entry with this formula, charge and spin: 136.1 kcal/mol

```
28
C7H13NO6P, DFT ωB97M-V/def2-TZVPD
H 1.001 -1.187 -0.256
C -1.405 -1.021 0.087
H -1.921 2.641 1.431
H 1.043 -1.204 -2.890
H -0.067 -3.199 3.037
N -1.413 -1.894 0.959
H -1.165 3.128 -0.075
H 0.300 -4.480 2.070
H -1.454 -4.128 2.159
C -0.414 -3.608 2.168
H 3.543 1.667 -1.061
H 2.505 2.861 0.060
O -0.050 1.761 0.943
C 0.085 -0.974 -2.440
O -1.958 1.011 -0.815
P 0.306 1.192 -0.575
C -2.489 -0.045 -0.373
C -0.932 2.875 0.938
O -3.667 -0.393 -0.420
C 0.243 -0.588 -0.955
C 3.019 1.856 -0.131
H -0.292 3.659 1.547
O 1.982 0.882 -0.081
H -0.387 -0.207 -2.953
H -0.239 -2.058 -2.639
O 0.289 2.226 -1.624
H 3.834 1.859 0.712
O -0.298 -2.634 1.179
```

---

# 5
Entry from the OMol25 dataset: a cluster of 6 separate species, H10O4S in total (ωB97M-V/def2-TZVPD).

Properties
- HOMO: -10.48 eV
- ΔE to the lowest compared entry with this formula, charge and spin: 104.3 kcal/mol

```
15
H10O4S, DFT ωB97M-V/def2-TZVPD
H -0.677 -2.499 1.545
H -1.175 -0.468 -1.224
O 1.142 1.400 -1.444
H 0.785 0.502 -1.573
H 2.226 1.055 1.744
H -2.871 1.459 -0.085
H 1.642 -0.567 -0.016
O 0.033 -2.179 0.986
O -1.995 1.128 -0.313
O -0.483 -1.098 -1.499
H -1.336 1.613 0.202
H 0.408 -1.315 1.270
S 0.912 1.050 1.580
H 1.513 1.315 -0.525
H -0.124 -1.396 -0.648
```

---

# 6
Entry from the OMol25 dataset: an isolated molecule of C5H8BrF (ωB97M-V/def2-TZVPD).

Properties
- HOMO (alpha / beta): -7.24 / -7.18 eV
- ΔE to the lowest compared entry with this formula, charge and spin: 50.5 kcal/mol

```
15
C5H8BrF, DFT ωB97M-V/def2-TZVPD
H 0.202 -2.076 0.626
C -0.160 0.501 1.355
C 0.549 -0.012 0.153
H 1.023 0.103 -1.938
F -1.724 1.683 -0.159
H -0.393 -0.291 2.123
H 1.727 1.487 -0.992
Br -2.785 -0.617 0.467
H -0.142 -1.584 -0.988
C -1.444 0.671 0.631
C 0.864 0.750 -1.078
H 0.228 1.344 1.863
H 1.540 -1.672 -0.448
H -0.016 1.153 -1.462
C 0.531 -1.442 -0.151
```

---

# 7
Entry from the OMol25 dataset: an isolated molecule of C6H9I (ωB97M-V/def2-TZVPD).

Properties
- Structure (SMILES): C[C@H]1[C@@]2(C)C[C@]12I
- HOMO: -8.44 eV
- ΔE to the lowest compared entry with this formula, charge and spin: 32.7 kcal/mol

```
16
C6H9I, DFT ωB97M-V/def2-TZVPD
H -0.299 -1.690 -1.554
H 0.456 0.237 2.088
C 0.270 -1.936 -0.605
H -0.279 -2.798 -0.205
H 0.998 2.115 0.906
C -1.051 0.255 0.315
I -3.074 0.023 -0.072
H 0.239 2.751 -0.631
H 1.247 -2.319 -0.586
H 1.803 2.018 -0.784
H -0.757 -0.971 2.079
H -0.242 0.648 -1.659
C 0.151 -0.693 0.094
C 0.016 0.689 -0.619
C 0.783 1.952 -0.267
C -0.261 -0.281 1.499
```

---

# 8
Entry from the OMol25 dataset: an isolated molecule of C6H14N2O (ωB97M-V/def2-TZVPD).

Properties
- Structure (SMILES): CCCCCN(C)N=O
- HOMO: -8.88 eV
- ΔE to the lowest compared entry with this formula, charge and spin: 116.0 kcal/mol

```
23
C6H14N2O, DFT ωB97M-V/def2-TZVPD
C 3.243 0.199 -0.086
H -1.216 1.517 -0.506
H 0.370 -1.829 -0.291
H 1.630 0.769 1.187
O -4.265 0.034 -0.575
C -2.100 1.343 0.188
C -1.114 -0.742 0.751
H 1.379 -0.438 -1.726
H 3.349 1.173 -0.536
H -3.070 1.728 -0.151
H 1.832 -0.966 0.865
C 1.895 0.006 0.334
H -1.711 1.603 1.136
H 3.465 -0.727 -0.922
C -0.224 -0.892 -0.413
H 0.579 1.093 -1.053
H -0.842 -0.238 1.635
H -0.779 -1.245 -1.302
N -3.349 -0.671 -0.032
H 3.827 -0.014 0.797
N -2.309 -0.074 0.325
C 0.862 0.050 -0.813
H -1.452 -1.679 1.187
```

---

# 9
Entry from the OMol25 dataset: a cluster of 2 separate species, CH3ClN2O2 in total (ωB97M-V/def2-TZVPD).

Properties
- Structure (SMILES): N=C=O.ONCl
- HOMO: -9.69 eV
- ΔE to the lowest compared entry with this formula, charge and spin: 13.4 kcal/mol

```
9
CH3ClN2O2, DFT ωB97M-V/def2-TZVPD
N -1.789 -0.380 0.819
O -0.977 -1.420 0.691
Cl -1.525 0.851 -0.499
H -0.094 -1.152 0.769
H 1.186 1.835 -1.519
H -2.676 -0.847 0.655
N 1.862 1.237 -1.112
C 1.867 0.314 -0.326
O 2.146 -0.439 0.522
```